Entry 1:
Computed, not measured: a molecular structure, C4H13NO at a distorted geometry, with ωB97M-V/def2-TZVPD.

Structure (XYZ):
```
19
Properties=species:S:1:pos:R:3:forces:R:3:nbo_charge:R:1
C 0.514302 -1.025844 2.013291 -0.26 -0.64 0.41 -0.414
N 0.976218 -1.191205 0.634936 0.37 -0.66 0.24 -0.601
C 2.357914 -0.688639 0.394940 -0.15 -0.54 1.58 -0.411
H 1.113589 -1.507722 2.799041 0.07 -0.43 -0.44 0.183
H 0.606053 0.007765 2.243660 -0.40 1.04 0.12 0.211
H -0.541341 -1.364056 2.118132 0.76 0.36 -0.19 0.214
H 0.269433 -0.327084 -0.070907 -1.58 1.59 -1.29 0.471
H 0.758845 -2.142772 0.331956 0.67 0.36 -0.15 0.386
H 2.414254 0.271202 0.953975 0.14 -0.59 -0.59 0.215
H 2.610413 -0.543601 -0.638723 -0.44 0.16 -0.52 0.223
H 3.095705 -1.395324 0.802333 -0.08 0.27 0.11 0.185
C -1.454099 0.513305 -1.288376 1.50 1.24 0.81 -0.057
O -0.203433 0.604357 -0.583279 -0.30 -0.45 0.07 -0.868
C -2.225051 1.837791 -1.314088 -0.37 1.02 0.00 -0.622
H -2.105797 -0.177897 -0.807657 -0.51 -1.16 0.18 0.137
H -1.238147 0.270706 -2.329418 -0.30 -0.48 -0.12 0.146
H -3.280229 1.668174 -1.647468 0.81 0.03 0.03 0.196
H -1.745723 2.538610 -2.032131 -0.34 -0.31 0.46 0.199
H -2.321510 2.385899 -0.335716 0.40 -0.81 -0.71 0.205
```
Positions in Å, forces in eV/Å.

## Properties
- Energy above the lowest of the compared OMol25 structures with the same formula, charge and spin: 1.669 eV
- Total energy: -290.1356 hartree
- HOMO level: -8.4 eV
- LUMO level: 0.827 eV
- Orbital gap: 9.236 eV

---

Entry 2:
Computed, not measured: C3H5N3 in the gas phase at a distorted geometry, with ωB97M-V/def2-TZVPD.

Structure (XYZ):
```
11
Properties=species:S:1:pos:R:3:forces:R:3:nbo_charge:R:1
N -1.701834 -0.091597 0.169558 -0.02 -0.10 -0.14 -0.822
C -0.308172 -0.122324 0.041659 0.15 -0.20 -0.03 0.320
C 0.494433 -1.184082 0.129674 -0.12 0.02 0.02 -0.553
C 2.616606 0.850856 -0.272425 -0.76 0.79 0.02 0.255
N 1.518816 1.281769 -0.191225 0.99 -0.38 -0.10 -0.364
N 0.180173 1.191715 -0.202258 -0.05 -0.10 0.06 -0.434
H -2.091116 -1.016800 0.295536 0.04 0.13 0.02 0.387
H -2.160133 0.379654 -0.602751 0.06 -0.04 0.06 0.378
H 0.101742 -2.190247 0.173202 -0.16 0.11 0.07 0.211
H 1.571510 -1.076945 0.156334 -0.24 -0.07 -0.02 0.224
H -0.267175 1.931755 0.327759 0.10 -0.17 0.02 0.399
```
Positions in Å, forces in eV/Å.

## Properties
- Energy above the lowest of the compared OMol25 structures with the same formula, charge and spin: 3.003 eV
- Total energy: -281.4797 hartree
- HOMO level: -8.8 eV
- LUMO level: 0.803 eV
- Orbital gap: 9.639 eV

---

Entry 3:
Computed, not measured: a molecular structure, C4H6LiNiO2 at a distorted geometry, with ωB97M-V/def2-TZVPD.

Structure (XYZ):
```
14
Properties=species:S:1:pos:R:3:forces:R:3:nbo_charge:R:1
O -1.338638 1.537039 0.277068 -0.16 -0.60 0.09 -0.991
Ni 0.255866 2.190572 -0.358972 0.84 0.15 0.48 0.335
C -1.584187 0.174515 0.362305 -0.17 0.57 -0.68 -0.059
C -0.320466 -0.694964 0.435916 -1.62 -0.93 0.86 -0.417
H -2.183595 -0.053830 1.267574 0.25 -0.08 -0.19 0.168
H 0.053558 -0.518456 1.460355 0.78 0.17 -0.71 0.258
H -0.599334 -1.760967 0.435725 0.27 0.26 -0.38 0.215
H -2.184516 -0.171681 -0.508003 0.07 0.04 0.22 0.130
C 0.496613 -0.405608 -1.245280 3.26 -1.96 1.13 -0.525
C 1.469153 -0.333649 -0.215598 -1.24 1.67 0.34 0.509
O 2.404387 -0.515797 0.595247 -1.50 0.66 -1.99 -0.684
Li 2.987067 1.589068 1.364475 -0.74 -0.44 -0.64 0.577
H -0.315618 0.037738 -1.832866 -0.09 1.61 1.52 0.277
H 0.859705 -1.073982 -2.037945 0.06 -1.13 -0.05 0.206
```
Positions in Å, forces in eV/Å.

## Properties
- Total energy: -1822.0331 hartree
- HOMO level (spin up / spin down): -5.2 / -7.1 eV
- LUMO level (spin up / spin down): -0.500 / -0.421 eV
- Orbital gap (spin up / spin down): 4.687 / 6.696 eV
- 2S+1: 4

---

Entry 4:
Computed, not measured: 2 unconnected molecules or ions with the total composition C6H14N2O2 at a distorted geometry, with ωB97M-V/def2-TZVPD.

Structure (XYZ):
```
24
Properties=species:S:1:pos:R:3:forces:R:3:nbo_charge:R:1
C -2.372481 -0.594716 0.635325 0.52 0.04 1.31 -0.427
C -0.856185 0.002373 -2.794780 -0.69 -0.43 0.91 -0.714
C -1.757014 -0.623499 -1.722521 1.02 0.54 0.78 0.686
O -2.631934 -1.419116 -1.985923 -0.18 -0.04 -0.17 -0.632
N -1.449582 -0.247215 -0.424789 -1.49 -0.23 -1.18 -0.649
H -0.798784 0.503790 -0.285578 0.18 0.28 0.05 0.420
H -2.845670 0.231302 1.181930 0.45 0.46 -0.43 0.191
H -0.169921 -0.769458 -3.132188 -0.04 -0.01 -0.34 0.228
H -3.228047 -1.172756 0.308544 0.40 -0.45 -0.44 0.239
H -1.771786 -1.119132 1.389591 -0.54 -0.32 0.04 0.187
H -1.566930 0.297471 -3.559462 0.37 0.12 -0.41 0.240
H -0.284857 0.836812 -2.397469 -0.02 0.15 -0.12 0.221
C 1.585077 1.510136 2.536666 0.53 0.36 1.08 -0.717
C 1.829111 -0.874978 -0.385184 -0.88 -0.20 -0.58 -0.426
C 1.335705 0.945369 1.173605 -0.65 0.06 -0.03 0.673
O 0.877046 1.674478 0.304191 0.11 -0.19 -0.36 -0.652
N 1.592300 -0.368932 0.950871 0.63 -0.09 0.53 -0.605
H 1.964814 2.523887 2.409888 0.08 -0.06 -0.18 0.249
H 1.958518 -0.911098 1.720364 -0.02 0.22 -0.13 0.396
H 2.499780 -1.730160 -0.388966 0.39 0.29 0.22 0.208
H 0.708724 1.646807 3.172990 -0.33 -0.30 -0.43 0.244
H 2.308408 0.971147 3.154372 0.00 -0.17 -0.26 0.213
H 0.912499 -1.257373 -0.839880 -0.12 0.12 0.12 0.208
H 2.161210 -0.055140 -1.021597 0.29 -0.15 0.02 0.219
```
Positions in Å, forces in eV/Å.

## Properties
- Energy above the lowest of the compared OMol25 structures with the same formula, charge and spin: 0.624 eV
- Total energy: -497.0346 hartree
- HOMO level: -9.2 eV
- LUMO level: 0.612 eV
- Orbital gap: 9.842 eV
- SMILES string: CNC(C)=O.CNC(C)=O

---

Among the records above, which one has the highest total energy? C3H5N3